Record 1
# C5H12O4

2 unconnected molecules or ions with the total composition C5H12O4 at a distorted geometry (ωB97M-V/def2-TZVPD, the OMol25 dataset).

CARTESIAN COORDINATES (ANGSTROEM)
C -0.332 0.421 -1.706
H -0.848 1.017 -2.455
H -0.259 0.935 1.369
C 1.083 -0.488 2.116
H 2.757 0.485 -1.988
H 0.242 -0.363 -2.193
H -1.987 -0.914 -1.313
C -1.338 -0.219 -0.758
O 3.263 0.748 -1.209
H 1.472 0.157 2.889
O -2.134 0.855 -0.288
H -1.464 -1.476 0.964
H 2.933 0.337 0.704
H 0.336 1.067 -1.144
O 2.418 0.307 -0.150
H 1.337 -1.535 2.190
H -0.021 -1.753 -0.010
C -0.670 -0.978 0.398
O -3.212 0.335 0.502
C 0.093 -0.088 1.328
H -3.668 1.148 0.755

Values from the calculation:
**Net charge**: 0
**SMILES**: C=CC[C@H](C)OO.OO
**HOMO-LUMO gap**: 10.281 eV
**Energy above the lowest of the compared OMol25 structures with the same formula, charge and spin**: 7.142 eV
**HOMO level**: -9.41 eV
**Lowest unoccupied orbital energy**: 0.032 Eh

Results of the Löwdin charge analysis, in e, for atoms 1 through 6: -0.03, 0.08, 0.11, -0.03, 0.08, 0.09

***

Record 2
# CHO3S2

A gas-phase ion, CHO3S2 (charge -1) at a distorted geometry (ωB97M-V/def2-TZVPD, the OMol25 dataset).

CARTESIAN COORDINATES (ANGSTROEM)
S -0.340 -1.223 -1.831
C -0.414 0.077 -0.919
O -0.471 1.108 1.508
O 1.476 0.294 0.252
H -0.412 0.990 -1.273
S 0.147 0.002 0.787
O 0.013 -1.248 1.476

Values from the calculation:
**Net charge**: -1
**SMILES**: O=S(=O)([O-])C=S
**HOMO-LUMO gap**: 8.125 eV
**Energy above the lowest of the compared OMol25 structures with the same formula, charge and spin**: 0.256 eV
**HOMO level**: -4.65 eV
**Lowest unoccupied orbital energy**: 0.128 Eh

Results of the Löwdin charge analysis, in e, for atoms 1 through 6: 0.61, -0.75, -0.39, -0.38, -0.04, 0.29

***

Record 3
# C16H38BF2N3O8S

3 unconnected molecules or ions with the total composition C16H38BF2N3O8S (ωB97M-V/def2-TZVPD, the OMol25 dataset).

CARTESIAN COORDINATES (ANGSTROEM)
B 2.986 -1.073 0.436
N 0.011 5.385 -0.078
C 1.308 3.307 -0.232
C -0.559 2.243 -1.284
H 0.415 7.214 0.820
H -3.166 3.854 2.435
H 1.436 0.017 0.146
O 0.216 2.398 -0.113
H -2.185 -1.295 0.961
C 2.408 -1.876 1.650
H -5.041 -2.564 0.061
H 1.985 5.167 0.548
S 5.549 -0.649 -0.043
C -3.335 -3.420 -3.785
H -1.465 -0.971 -1.119
H 5.117 -3.136 -1.287
F 2.942 -4.805 -0.330
O 5.371 0.134 1.129
C 4.407 -2.958 -0.475
H -0.783 4.795 -0.287
H -0.993 -2.557 -1.772
C -4.207 -2.500 -0.645
H 3.297 -3.734 2.396
F 5.504 0.375 -1.223
C 3.379 -2.658 2.557
H 1.515 3.517 -1.285
H -1.907 -4.345 0.980
H -5.545 -1.845 -2.169
H 0.242 -1.347 -1.458
H -5.195 -3.580 -2.230
H -1.392 3.817 2.500
H 1.892 -1.118 2.248
H -2.625 -3.670 -1.138
C -1.030 6.286 2.083
C -2.531 -3.455 0.878
O 6.698 -1.453 -0.258
H -1.250 -2.269 2.089
H -3.248 -3.474 1.707
H -4.189 -3.966 -4.199
O 2.387 0.052 -0.029
H -2.233 3.888 0.935
O -2.291 5.643 2.070
C -0.702 -1.753 -1.091
N -3.275 -3.580 -0.368
H 1.601 -2.523 1.286
H 4.799 -3.451 0.412
H 4.425 -2.387 2.393
C -4.757 -2.593 -2.051
H -2.722 -4.123 -3.208
H -0.340 5.741 2.740
C -0.434 6.532 0.702
H 0.073 2.066 -2.159
H -1.184 7.061 0.109
O -0.489 -2.221 0.230
H 2.183 2.809 0.191
C 1.058 4.585 0.537
N 4.212 -1.508 -0.333
H -1.202 7.263 2.541
H 3.159 -2.482 3.609
H 0.833 4.305 1.575
C -1.634 -2.238 1.066
H -1.196 3.112 -1.485
O 2.306 -3.165 -1.659
O -3.755 -2.312 -3.019
H -2.735 -3.034 -4.607
C 3.101 -3.591 -0.906
H -3.760 -1.502 -0.535
C -2.256 4.235 1.973
H -1.203 1.378 -1.136

Values from the calculation:
**Net charge**: 0
**SMILES**: CCB(O)N(CC(=O)F)S(=O)(=O)F.COCCNCCOC.COCCNCCOC
**HOMO-LUMO gap**: 9.198 eV
**HOMO level**: -8.69 eV
**Lowest unoccupied orbital energy**: 0.019 Eh

Results of the Löwdin charge analysis, in e, for atoms 1 through 6: -0.59, -0.05, -0.21, -0.11, 0.12, 0.09

***

Record 4
# C61H43Cl6N3O2P2SiTi

A molecular structure, C61H43Cl6N3O2P2SiTi at a distorted geometry (ωB97M-V/def2-TZVPD, the OMol25 dataset).

CARTESIAN COORDINATES (ANGSTROEM)
Ti 0.922 -0.431 0.256
C 4.073 -4.686 -5.450
C 1.528 -0.495 5.670
Cl 2.954 2.019 2.058
C 1.573 2.713 -1.981
C 0.885 1.300 4.181
H -4.118 3.322 -3.938
N 0.377 -2.065 -0.827
C 3.735 -2.259 3.069
H -5.290 2.893 3.654
H 3.767 -6.349 -4.128
C -2.122 1.567 -1.844
C -2.628 -2.482 -4.480
C -0.458 -1.480 -4.652
C -0.875 -3.842 -1.468
C -2.156 1.776 4.256
C 2.274 -2.335 -2.387
H -6.382 1.129 0.628
C -1.637 1.843 2.969
C 0.693 5.931 1.280
C 3.032 -4.528 -3.287
C -1.098 -1.586 2.247
H -3.782 1.027 -3.084
N 5.138 -6.084 -7.306
H -3.196 -2.188 2.076
C -5.291 -2.035 0.196
H -5.599 -3.059 0.356
H 0.471 -1.346 -5.186
H 0.422 -4.419 -3.157
H 0.098 -0.687 4.102
H 5.498 0.887 -1.569
C 0.567 3.577 0.728
Cl 3.986 -3.890 3.538
C 0.184 4.357 3.000
C 4.276 0.064 3.288
H 2.700 -4.994 -2.371
H -4.221 1.603 -0.423
P -1.922 -0.119 -1.150
H 0.856 6.952 0.964
C 3.924 -3.302 -5.613
H 0.102 -0.185 -3.029
C -0.667 -0.826 -3.454
C 3.475 0.581 -0.779
C 0.772 -0.021 4.618
C 3.252 0.359 2.392
H -4.365 3.057 1.376
C -5.734 0.311 0.345
H 1.053 5.127 -0.660
H -2.917 -0.418 2.046
C 4.491 -1.255 3.665
C -4.269 2.600 3.461
C 2.882 -3.142 -3.437
C 4.660 -5.457 -6.467
H -1.678 -4.558 -1.480
H -3.797 -1.927 -2.782
H 1.793 1.910 -2.680
C -1.863 -0.994 -2.760
N 2.497 -0.339 -0.957
H 4.957 -1.383 -2.927
H -1.258 -2.857 -6.081
Cl 5.684 -1.648 4.832
H 3.228 -1.484 -4.755
C -3.144 1.835 -2.750
C -1.472 3.852 -1.903
C 4.593 0.306 -1.550
H 3.191 2.345 6.425
H -3.873 2.075 5.493
C 3.351 -2.548 -4.617
H 4.256 -2.841 -6.532
Cl 1.992 -3.165 1.244
O -0.498 -2.472 2.822
O -0.593 -0.758 1.415
C -3.470 2.142 4.493
H 2.523 3.095 -1.622
C -1.433 -2.324 -5.159
H -1.533 1.439 5.074
H -1.384 -2.590 0.256
C -3.752 2.676 2.178
P 0.123 1.568 2.527
H -2.060 2.304 0.916
C 2.465 -0.604 1.763
C -0.736 -2.786 -0.579
H 0.236 6.473 3.307
H -0.093 4.129 4.020
Cl -2.967 -1.313 4.220
C 0.318 3.329 2.080
Si 0.434 2.072 -0.524
H -0.838 4.657 -1.571
C -2.610 -1.366 2.492
H -2.686 5.152 -3.090
C 1.764 2.148 4.849
H 1.084 3.501 -2.545
C 2.401 0.358 6.327
C 2.993 -1.228 -1.897
C 3.631 -5.286 -4.264
H 1.447 -1.535 5.946
C -6.129 -0.996 0.568
C 2.790 -1.920 2.104
C -1.229 2.560 -1.445
C -4.058 -1.765 -0.369
H 3.001 -0.012 7.145
C -2.513 4.135 -2.766
C -3.648 -0.451 -0.608
H -3.393 -3.138 -4.873
C 0.787 4.900 0.361
H -7.086 -1.205 1.023
H 1.901 3.169 4.520
C 0.220 -3.787 -2.312
C -4.510 0.580 -0.240
Cl 5.275 1.303 3.930
C 1.009 -2.700 -1.878
C 4.304 -0.849 -2.261
C 0.362 5.666 2.598
H -3.399 -2.583 -0.625
C -2.456 2.277 1.925
C -3.334 3.116 -3.223
H 3.340 1.437 -0.150
C 2.504 1.678 5.922
C -2.853 -1.809 -3.294

Values from the calculation:
**2S+1**: 2
**Net charge**: -1
**HOMO-LUMO gap (spin up / spin down)**: 5.327 / 6.529 eV
**Energy above the lowest of the compared OMol25 structures with the same formula, charge and spin**: 1.182 eV
**HOMO level (spin up / spin down)**: -3.48 / -4.96 eV
**Lowest unoccupied orbital energy (spin up / spin down)**: 0.068 / 0.058 Eh

Results of the Löwdin charge analysis, in e, for atoms 1 through 6: 0.86, -0.25, -0.06, 0.83, -0.21, -0.36

***

Record 5
# C15H25IrN4O8S2

A molecular structure, C15H25IrN4O8S2 (ωB97M-V/def2-TZVPD, the OMol25 dataset).

CARTESIAN COORDINATES (ANGSTROEM)
H 1.992 -3.735 4.692
H 2.752 -5.078 3.839
C -1.444 2.991 0.704
C 3.199 -2.020 2.501
H 0.740 3.055 -1.994
H -1.604 4.066 0.840
H 3.740 -3.747 4.459
N -2.843 0.950 0.066
O 2.284 0.444 -0.893
C -2.692 2.916 -1.480
C -0.194 3.291 -1.473
C 1.493 -3.044 0.570
O -2.195 -0.035 2.615
H 3.437 -0.330 1.199
C 1.749 -3.761 1.721
O -1.921 -2.645 -3.881
H -0.306 4.381 -1.484
H -2.872 3.993 -1.479
C 2.789 -4.000 3.993
H -1.438 3.102 -3.212
C 2.594 -3.255 2.705
N 0.384 -1.076 -1.618
H 1.258 -4.714 1.874
H 0.807 -3.431 -0.172
C -0.152 2.735 -0.072
H 0.485 -1.602 -3.681
O -1.678 -1.571 0.769
H 1.745 1.171 -0.483
N 1.114 2.989 0.622
C -1.375 2.661 -2.214
C 2.964 -1.290 1.351
H -3.564 2.860 0.469
O -2.214 -1.212 -2.207
H 0.377 -2.981 -2.612
H -0.432 0.975 -2.987
H -1.374 2.533 1.692
Ir -1.258 -0.224 -0.722
H -2.038 0.819 -2.842
S -1.121 -0.769 1.964
S 1.866 -1.024 -1.148
O -0.319 -1.580 2.823
N -1.213 1.189 -2.369
C -2.685 2.440 -0.026
C -1.479 -1.986 -2.971
H -2.891 0.689 1.065
C 0.037 -1.955 -2.751
O 2.755 -1.564 -2.127
H 1.013 2.793 1.612
H -0.129 1.673 -0.209
H -3.743 0.695 -0.333
H 3.853 -1.615 3.263
O -0.279 0.231 1.141
C 2.107 -1.811 0.395
H 1.439 3.944 0.522
H -3.523 2.463 -2.030

Values from the calculation:
**Net charge**: 0
**HOMO-LUMO gap**: 8.693 eV
**Energy above the lowest of the compared OMol25 structures with the same formula, charge and spin**: 1.249 eV
**HOMO level**: -8.72 eV
**Lowest unoccupied orbital energy**: -0.001 Eh

Results of the Löwdin charge analysis, in e, for atoms 1 through 6: 0.09, 0.08, -0.08, -0.02, 0.13, 0.13

***

Record 6
# C47H34CuF3INOPSb

A molecular structure, C47H34CuF3INOPSb at a distorted geometry (ωB97M-V/def2-TZVPD, the OMol25 dataset).

CARTESIAN COORDINATES (ANGSTROEM)
C 0.734 1.816 -2.414
C 1.019 4.709 1.075
H -3.352 -2.923 -0.123
C 2.153 3.631 -0.930
H -5.290 2.010 0.050
H -5.918 0.814 2.107
H 4.322 5.093 -3.092
H 1.830 -0.786 -1.466
C -2.765 -4.483 3.362
C 2.934 0.921 -0.777
C 3.160 -3.892 0.497
C -3.294 -0.693 4.763
C 2.912 -3.253 2.816
C 3.669 4.989 -2.237
C 2.993 3.802 -2.029
C -0.991 -3.188 -1.934
C -1.068 -1.960 -1.294
C -3.892 0.517 2.763
H -1.200 -0.736 5.241
C -1.582 0.358 3.452
C -3.180 1.867 0.431
C -4.138 -4.203 1.391
C -2.033 -3.062 1.566
C 3.641 -3.835 1.793
C -2.177 1.458 1.276
C -3.917 -4.747 2.644
H 6.058 -1.306 -1.095
H -2.034 2.952 -4.003
H -0.934 -3.398 3.375
N 0.061 3.889 1.255
C 3.934 -1.194 -1.315
C -1.577 -0.857 -1.964
H 1.548 -3.347 -0.795
C 1.690 -2.681 2.513
H -0.641 -4.064 -1.406
C -3.189 -3.350 0.857
H -1.469 3.538 2.326
C -1.943 -0.393 4.537
C -1.077 2.469 -3.858
F -2.263 -2.292 -5.188
F 4.847 -4.354 2.064
H -3.567 -1.263 5.637
C 1.198 -2.707 1.216
H 2.341 0.747 -3.361
C -4.878 0.985 1.873
H 2.547 6.695 0.451
F -4.849 -5.547 3.184
H -5.043 -4.445 0.859
C 3.516 6.025 -1.327
H -0.861 1.924 -5.917
H 1.317 0.817 -5.587
H 4.275 2.415 -0.004
C -1.874 -2.185 -3.909
C -4.250 -0.211 3.917
H 1.116 -2.213 3.300
H 4.061 6.946 -1.464
O -0.750 4.193 2.336
C 2.808 -0.402 -1.197
C -1.981 -0.956 -3.282
C -1.831 -3.622 2.818
C -0.501 2.434 -2.602
H -5.299 -0.381 4.115
H -2.613 -4.941 4.327
H 3.845 -2.203 -1.687
H -0.988 2.904 -1.756
C 5.296 0.601 -0.488
H -2.950 2.377 -0.494
H -1.680 0.087 -1.441
H 6.263 0.986 -0.204
C 1.933 -3.316 0.214
C -2.516 0.794 2.484
I 0.487 0.937 3.323
H 1.105 5.554 1.760
H 3.298 -3.244 3.823
C 0.804 1.267 -4.749
C -1.394 -3.307 -3.253
C 1.950 4.694 -0.034
C -4.536 1.657 0.737
Sb -0.629 -1.617 0.793
H 3.742 -4.384 -0.266
C -0.420 1.889 -4.933
H -1.358 -4.250 -3.775
H 3.118 2.987 -2.729
C 2.670 5.879 -0.247
C 4.177 1.406 -0.378
H -2.380 -0.108 -3.816
P 1.439 1.957 -0.739
C 5.179 -0.691 -0.976
Cu -0.301 1.770 0.703
C 1.383 1.228 -3.493

Values from the calculation:
**2S+1**: 2
**Net charge**: +1
**HOMO-LUMO gap (spin up / spin down)**: 7.555 / 5.499 eV
**Energy above the lowest of the compared OMol25 structures with the same formula, charge and spin**: 0.984 eV
**HOMO level (spin up / spin down)**: -10.45 / -10.39 eV
**Lowest unoccupied orbital energy (spin up / spin down)**: -0.106 / -0.180 Eh

Results of the Löwdin charge analysis, in e, for atoms 1 through 6: -0.36, -0.06, 0.10, -0.28, 0.11, 0.12

***

Record 7
# C38H30NO2P2SSe4Yb

A molecular structure, C38H30NO2P2SSe4Yb at a distorted geometry (ωB97M-V/def2-TZVPD, the OMol25 dataset).

CARTESIAN COORDINATES (ANGSTROEM)
C -13.951 6.242 -1.632
Se -22.081 -0.631 -1.941
C -18.410 -0.400 4.065
C -16.565 1.601 -0.936
H -13.123 6.918 -1.860
H -17.150 5.528 -2.575
H -19.217 -2.179 -6.138
H -12.775 5.006 -0.314
H -18.191 0.545 0.101
C -17.659 2.241 3.729
H -20.902 5.013 -1.737
H -19.984 -0.030 2.639
H -22.134 2.494 1.784
C -16.731 -0.824 -0.707
H -17.451 3.327 3.707
C -20.534 3.842 2.302
H -16.071 1.824 5.134
P -17.321 3.201 -0.761
C -20.168 5.026 2.949
C -19.955 -0.319 -6.902
C -14.926 0.128 -1.930
C -22.522 5.414 3.508
C -20.089 1.526 -5.367
H -14.848 2.266 -2.067
H -20.046 -0.647 -7.891
P -19.341 2.729 1.617
Yb -20.253 1.986 -1.751
H -17.021 3.522 1.694
C -20.592 6.720 -5.286
C -18.705 1.709 2.986
C -16.215 5.429 -2.037
C -13.732 5.154 -0.781
H -19.103 5.323 3.006
C -15.583 -0.984 -1.443
H -23.890 3.944 2.815
Se -20.168 -1.533 -0.992
H -18.750 -1.410 4.249
C -20.852 7.488 -4.159
C -16.007 4.390 -1.119
H -19.505 -1.436 -3.734
C -21.857 3.421 2.293
H -20.990 7.501 -1.993
H -13.991 0.043 -2.460
C -19.124 0.391 3.178
H -20.367 7.179 -6.247
H -21.016 8.549 -4.234
C -17.857 3.649 0.977
C -15.212 6.372 -2.250
H -23.252 6.033 3.982
C -15.384 1.409 -1.689
C -16.900 1.407 4.569
C -14.761 4.258 -0.482
H -17.342 -1.653 -0.411
H -15.402 7.143 -2.990
C -21.154 5.798 3.536
H -14.554 3.428 0.214
Se -23.249 3.182 -1.236
C -20.604 5.344 -5.136
C -20.843 5.510 -2.703
C -19.679 -0.705 -4.538
C -20.861 6.878 -2.874
N -20.530 3.382 -3.865
H -16.558 -0.604 5.253
C -22.854 4.207 2.902
H -15.195 -1.977 -1.664
H -18.036 4.743 0.997
C -17.223 0.438 -0.413
H -20.414 1.705 -7.538
O -18.486 3.364 -1.681
C -19.588 -1.193 -5.861
O -19.986 1.902 0.501
C -17.222 0.064 4.692
Se -23.552 0.968 -0.695
C -20.354 2.936 -5.121
S -20.376 4.164 -6.362
C -20.725 4.744 -3.847
H -20.977 6.700 4.134
C -19.952 0.625 -4.276
C -20.202 1.032 -6.693

Values from the calculation:
**2S+1**: 2
**Net charge**: 0
**HOMO-LUMO gap (spin up / spin down)**: 5.697 / 5.694 eV
**Energy above the lowest of the compared OMol25 structures with the same formula, charge and spin**: 0.000 eV
**HOMO level (spin up / spin down)**: -6.08 / -6.08 eV
**Lowest unoccupied orbital energy (spin up / spin down)**: -0.014 / -0.014 Eh

Results of the Löwdin charge analysis, in e, for atoms 1 through 6: -0.06, -0.15, -0.05, -0.26, 0.11, 0.11

***

Record 8
# C6H9NOS2

C6H9NOS2 in the gas phase at a distorted geometry (ωB97M-V/def2-TZVPD, the OMol25 dataset).

CARTESIAN COORDINATES (ANGSTROEM)
H 3.787 -0.906 -0.399
H -3.952 1.241 -0.568
H -4.162 -0.417 0.479
C -1.281 -0.602 -0.139
H -3.134 0.875 0.977
C 2.049 -0.554 0.768
C -2.432 -0.259 -0.756
H 1.267 2.714 0.391
H -2.697 -0.540 -1.828
S 3.156 1.471 -0.730
H 2.481 -0.730 -1.351
N 1.321 0.681 0.929
S 0.046 -1.635 -0.781
H 2.701 -0.953 1.533
H -1.304 -0.648 0.983
C 1.697 1.719 0.308
O 1.038 -1.544 0.597
C 2.950 -0.304 -0.414
C -3.530 0.393 0.003

Values from the calculation:
**Net charge**: 0
**SMILES**: C/C=C/SO[C@H]1CSC=N1
**HOMO-LUMO gap**: 8.976 eV
**Energy above the lowest of the compared OMol25 structures with the same formula, charge and spin**: 2.264 eV
**HOMO level**: -8.28 eV
**Lowest unoccupied orbital energy**: 0.026 Eh

Results of the Löwdin charge analysis, in e, for atoms 1 through 6: 0.05, 0.07, 0.09, -0.43, 0.09, -0.47

***

M? In order: 136.15; 125.15; 481.37; 1200.65; 645.74; 1028.97; 1115.56; 175.28 Da.
Total energy? In order: -13563.004; -28866.669; -55004.634; -197229.423; -62811.940; -129539.700; -367809.812; -31573.024 eV.